No. 1
This record from the OMol25 dataset describes a molecular structure, C47H33ClFN8O9ScSe. The level of theory is wB97M-V/def2-TZVPD.

The value obtained for the HOMO-LUMO gap is 0.2263 Eh. Its total charge is 0. The LUMO energy is -1.4 eV.

Each line ends with the Mulliken charge.
Atoms and positions in Å:
C 3.690 -1.977 1.733  -0.533
H -2.002 -4.790 1.013  0.430
C -2.821 -3.570 2.575  -0.814
C -0.671 -3.200 1.565  -0.426
H -3.145 5.094 -1.510  0.463
H 5.842 -5.020 2.850  0.443
H 3.026 -4.762 -3.229  0.494
C -0.885 1.517 4.307  0.497
C -1.286 4.906 -2.548  -0.454
H -3.983 -0.249 -4.071  0.289
C 4.970 -3.998 1.201  0.556
H 4.235 -4.380 3.202  0.367
H -6.662 1.516 0.978  0.416
H -1.014 3.399 6.042  0.421
H 5.645 -3.309 3.169  0.536
C -2.639 -2.467 3.396  -0.308
C -4.703 1.852 1.858  -0.819
C 1.692 3.158 -1.123  0.950
Cl -1.824 -1.572 6.452  -0.138
C -5.134 0.730 -0.252  -0.782
C -1.459 -1.749 3.296  -0.292
C 3.512 -4.028 -1.280  1.198
O -1.965 -0.553 -4.462  -0.326
C -2.819 1.013 0.635  0.777
C -1.444 -0.316 5.377  -0.311
O -0.744 3.863 4.556  -0.920
O -0.287 2.976 2.567  -0.094
H 0.094 -3.474 0.849  0.463
C 4.592 -5.314 0.542  -0.985
O -1.562 1.059 7.919  -0.605
H -3.482 1.610 -5.150  0.449
H -2.539 3.842 -5.594  0.415
O 1.062 -0.163 0.109  0.734
C 4.475 -5.136 -0.960  -1.085
C -0.533 3.267 -5.172  0.124
C -2.144 4.688 -1.506  -1.417
C -0.473 -2.107 2.393  0.148
O 1.890 2.427 -0.056  -0.516
H -2.699 2.080 2.528  0.335
Se -1.415 -0.059 -1.175  0.328
C -1.888 3.028 -5.302  -0.684
H 1.000 -1.180 -2.109  -0.086
N -1.253 -0.563 4.059  -0.241
N -0.062 4.595 -5.486  -0.364
N -0.913 0.555 3.405  0.871
O -1.176 3.014 6.952  -0.567
C 0.371 3.666 -1.332  0.247
C -1.716 3.912 -0.413  -0.133
H 5.459 -4.896 -1.374  0.338
C -3.362 1.695 1.771  -0.086
N -1.536 0.776 0.411  0.413
C 2.325 -2.002 -0.624  0.357
C 5.179 -4.170 2.696  -1.844
N 3.923 -2.986 0.890  0.304
C 2.000 -0.964 0.357  0.392
H 1.392 2.364 -4.814  0.509
C 0.031 4.401 -2.479  0.401
C 3.257 -3.010 -0.336  -0.917
C 2.855 -3.993 -2.488  -0.810
H 0.432 -1.519 2.349  0.305
H 3.684 3.171 -1.873  0.532
C -3.329 -0.866 -4.689  -0.917
C 2.705 0.064 2.645  0.147
C -1.565 0.723 -4.715  0.342
C 2.666 3.496 -2.041  -0.854
C -0.602 2.902 3.806  0.401
N 0.709 5.196 -4.727  -0.667
H -3.409 -2.165 4.093  0.530
C -5.600 1.362 0.847  -0.759
H 0.462 0.113 -4.422  0.523
C -3.720 0.546 -0.393  0.155
C 1.039 4.597 -3.459  -0.144
C 0.325 2.208 -4.868  -0.183
H -2.387 3.715 0.414  0.688
C -1.348 1.704 6.923  0.476
H -1.595 5.485 -3.409  0.625
O 1.811 0.974 2.484  -0.176
H 4.250 -1.949 2.655  0.717
H 5.354 -6.054 0.785  0.382
N -3.156 -0.032 -1.434  -0.605
H 3.090 4.444 -3.936  0.430
C 2.787 -0.966 1.537  -0.081
C 1.966 -2.961 -2.774  -0.245
H 4.148 -6.057 -1.444  0.465
C 2.328 4.226 -3.197  -0.540
O 3.464 -0.030 3.591  -0.796
H -5.120 2.369 2.713  0.500
H -3.740 -4.138 2.645  0.400
Sc 0.493 1.719 1.191  0.064
H -3.451 -1.907 -4.406  0.212
N -0.516 3.389 -0.340  -0.059
H 5.899 -3.636 0.744  0.142
C -2.418 1.764 -5.058  -0.507
H -5.785 0.358 -1.030  0.515
C -1.845 -3.935 1.657  -0.744
C -1.226 1.032 5.594  -0.165
C 1.685 -1.979 -1.871  0.581
H -3.586 -0.741 -5.744  0.424
C -0.190 0.950 -4.640  -0.183
F 1.370 -2.952 -3.978  -0.349
H 3.646 -5.667 0.965  0.306

No. 2
This record from the OMol25 dataset describes 40 unconnected molecules or ions with the total composition H80O40. The level of theory is wB97M-V/def2-TZVPD.

The value obtained for the HOMO-LUMO gap is 0.3476 Eh. Its total charge is 0. The LUMO energy is -0.8 eV.

Each line ends with the Mulliken charge.
Atoms and positions in Å:
O -0.985 4.587 -0.105  -0.486
O -0.166 -4.205 -0.269  -0.716
O 1.735 4.715 -2.316  -0.699
H -1.079 -1.102 5.928  0.271
O -0.880 1.399 0.839  1.532
H -3.381 3.499 3.582  0.290
H -2.692 2.551 2.670  0.214
H 1.287 -3.864 1.848  0.212
H -1.778 -5.777 -1.882  0.372
H -1.057 -1.204 1.543  -0.722
O 1.106 -1.263 -4.304  -0.435
H 0.156 -4.250 -4.085  0.230
O -2.361 -4.786 1.494  -0.767
O -2.342 -2.877 3.029  -0.556
H -2.693 -0.474 -0.779  0.034
H 3.828 -2.600 1.001  0.222
H -5.435 3.906 -1.758  0.322
H -4.648 0.514 -4.205  0.247
O -2.065 -0.177 -1.476  0.047
O -3.730 0.349 -4.392  -0.493
H 1.498 -2.150 -2.259  -0.070
H 1.072 0.060 -0.219  -0.501
H -1.991 3.416 -1.952  0.158
H 1.697 -2.186 3.953  0.382
O -2.396 -5.324 -1.225  -0.631
H 1.358 1.616 -1.882  0.226
H 6.298 2.052 0.494  0.305
H 3.075 2.176 3.985  0.262
O 3.310 2.465 -1.614  -0.518
O -0.533 -4.593 -3.523  -0.609
H -0.753 1.658 1.735  -0.321
H 4.166 0.455 -4.209  0.268
H 5.446 3.191 0.358  0.287
O -1.160 -1.767 0.687  1.115
H 2.110 5.568 -0.371  0.361
H -2.696 -4.627 -1.853  0.278
H 3.570 -2.144 -0.433  0.239
H 0.955 -2.347 2.109  -0.060
H -1.545 -2.534 -1.093  0.146
H -2.267 2.244 -0.925  0.041
O 4.596 -1.424 4.514  -0.674
H -0.731 -1.569 -2.148  0.058
H 2.996 3.351 -1.772  0.344
O 6.066 2.715 -0.189  -0.610
H 4.020 1.676 5.115  0.311
H -4.113 0.023 2.714  0.289
O 0.887 2.308 -2.335  -0.626
H 2.441 -0.235 0.406  -0.197
O -0.781 -1.464 5.068  -0.534
O -0.940 0.854 -4.251  -0.664
H -1.365 5.347 0.294  0.230
O 1.889 -1.973 4.936  -0.691
H 0.218 4.639 2.416  0.245
H -0.201 0.501 -3.724  0.286
H 2.535 -1.163 -1.950  0.401
H -1.500 0.935 3.729  0.259
H -1.069 -0.523 -5.726  0.354
O -4.378 3.300 -3.422  -0.658
H -1.761 -4.811 0.682  0.324
H -4.324 -1.985 1.424  0.233
H 4.998 -0.323 -0.112  0.331
O -4.292 0.857 2.228  -0.611
O -1.191 -2.414 -2.011  -0.138
H -2.648 -0.697 -5.959  0.272
H -3.642 2.890 -2.976  0.495
H 4.541 -0.513 4.827  0.298
H -3.580 0.400 -5.307  0.269
H 1.296 6.878 -0.494  0.308
H 0.029 -3.273 -0.327  0.060
H 0.926 -1.818 -5.079  0.263
H -1.825 -2.744 3.822  0.184
H -5.059 2.729 -1.369  0.277
H 1.504 -0.081 2.148  0.267
H -0.034 2.051 -2.343  0.190
H -0.573 -0.180 3.011  0.035
H 1.842 -0.306 3.565  0.305
O 5.205 0.359 -0.765  -0.544
H -1.128 -3.858 -3.210  0.291
H 2.789 -0.187 -4.385  0.233
H -3.153 -4.415 1.043  0.330
O 1.101 -0.450 3.007  -0.151
O 1.455 -3.098 2.421  -0.518
H -0.430 -4.412 -1.164  0.294
H -4.170 3.063 -4.321  0.291
O -4.835 3.590 -1.006  -0.602
H -2.509 0.416 -2.073  0.016
H -2.330 -3.879 2.731  0.406
H 3.779 -1.614 4.070  0.340
H -1.381 -2.639 1.039  0.099
H -5.436 -2.163 0.486  0.305
H 4.051 2.048 -1.337  0.206
O -2.508 3.190 3.336  -0.629
H 1.558 -1.950 -3.843  0.199
O 3.518 -0.070 -3.816  -0.511
O 0.852 -5.868 2.399  -0.649
O 0.090 5.515 2.032  -0.627
H -0.962 0.458 0.990  -0.340
H 5.066 -0.012 -1.587  0.207
H -1.546 1.326 -3.687  0.183
O 1.986 6.444 0.045  -0.668
O -4.636 -2.628 0.734  -0.618
H 1.658 4.565 -3.270  0.277
H 0.122 -1.628 5.453  0.294
O 1.671 1.955 2.353  -0.504
O -1.788 -0.733 -6.424  -0.654
O 3.865 1.580 4.193  -0.603
H 1.703 -5.543 2.537  0.286
H 0.720 1.965 2.406  0.163
H -4.906 1.413 2.745  0.273
H 1.001 5.778 1.826  0.351
H 0.544 -5.620 1.518  0.332
H 2.227 -2.862 5.129  0.397
H 1.229 3.948 -1.961  0.434
O -1.501 0.209 3.118  -0.332
O 1.832 -1.695 -1.490  -0.488
O -2.094 2.475 -1.879  -0.338
O 3.667 -1.798 0.508  -0.657
H 1.818 2.328 1.452  0.060
O 1.711 0.343 0.467  1.002
H -0.710 4.027 0.650  0.201

No. 3
This record from the OMol25 dataset describes 2 unconnected molecules or ions with the total composition C5H12O2. The level of theory is wB97M-V/def2-TZVPD.

The structure (SMILES) is CCCCC=O.O. The value obtained for the HOMO-LUMO gap is 0.3962 Eh. Its total charge is 0. The LUMO energy is 0.9 eV.

Each line ends with the Mulliken charge.
Atoms and positions in Å:
C 0.214 -1.099 -0.012  -0.497
C -0.342 0.296 -0.511  -0.479
H -1.204 0.701 0.044  0.267
H -0.424 -1.938 -0.262  0.356
H 1.679 0.409 -2.116  0.334
H -0.711 0.032 -1.556  0.291
H 1.237 -1.369 -0.494  0.270
H -3.186 -2.085 1.924  0.313
O -0.602 -1.534 2.146  -0.478
H -2.749 -0.705 2.258  0.310
C 0.305 -1.017 1.497  -0.042
C 0.805 1.313 -0.477  -0.112
O -3.346 -1.162 1.695  -0.619
H 2.621 1.643 -1.748  0.415
H 1.052 -0.319 1.855  0.318
H 1.489 1.087 0.444  0.066
C 1.627 1.397 -1.766  -1.376
H 0.462 2.373 -0.466  0.325
H 1.075 1.975 -2.456  0.336

No. 4
This record from the OMol25 dataset describes a molecular structure, C21H44IrN3O6SSe2Si. The level of theory is wB97M-V/def2-TZVPD.

The value obtained for the HOMO-LUMO gap is 0.2383 Eh. Its total charge is 0. The LUMO energy is -0.2 eV.

Each line ends with the Mulliken charge.
Atoms and positions in Å:
H -3.483 0.794 -4.406  0.469
C 1.009 -0.405 3.805  -1.745
O 2.193 1.486 1.524  -0.357
C -5.916 2.800 1.884  -2.002
C 3.435 -0.551 4.340  -1.271
C 0.227 2.820 -1.430  0.209
N -0.195 2.585 -0.125  -0.211
H -1.454 4.677 1.985  0.324
H -3.425 3.625 2.976  0.391
O 3.317 -1.863 4.836  -0.533
O 0.696 2.010 -2.177  -0.656
H -3.384 -3.834 -0.037  0.321
C -3.575 2.569 2.746  -1.275
H -6.291 2.176 2.692  0.374
H 2.475 2.358 1.231  0.211
H -5.347 -4.026 2.284  0.431
O -4.531 -1.463 0.344  -0.436
H 3.339 0.178 5.157  0.425
C 2.415 -0.201 3.233  2.158
H -5.782 -3.709 0.598  0.348
H -5.950 3.842 2.199  0.410
H -2.597 0.920 -2.879  0.225
H 0.713 -1.448 3.670  0.526
C -0.883 6.154 -0.218  -1.136
H 2.217 1.926 3.562  0.328
H -4.005 2.087 3.622  0.435
H 0.865 4.798 -2.044  0.349
C -3.087 -3.314 0.873  -1.404
S -1.880 -0.120 -0.311  -0.343
H -0.884 3.058 2.250  -0.324
H -1.908 6.402 -0.505  0.314
N -0.921 3.889 1.665  -0.098
C 2.640 -1.127 2.038  -1.284
H -2.621 2.085 2.546  -0.239
C -3.847 -1.734 2.665  -1.522
C -5.998 0.440 -3.262  -1.835
C -4.227 -2.427 1.363  1.849
Se -0.359 0.699 3.007  -0.599
H -4.612 2.947 -0.540  0.232
H -2.970 2.876 0.079  0.043
H -6.570 2.675 1.022  0.402
H -2.835 -4.056 1.630  0.439
O -4.523 0.987 1.263  -0.099
H -4.032 4.237 0.523  0.659
N -0.568 4.775 -0.490  0.122
C -3.991 3.163 0.326  -1.453
C -4.618 0.178 -2.671  1.811
H 0.955 -0.165 4.873  0.616
H 2.436 -1.974 5.212  0.358
O -4.705 0.571 -1.298  -0.664
H 4.450 -0.476 3.943  0.444
C -4.259 -1.296 -2.794  -1.585
H -2.201 -2.722 0.660  0.137
H -6.746 -0.178 -2.769  0.391
H -2.899 -1.205 2.568  0.152
C -4.488 2.385 1.537  2.130
H -3.253 -1.487 -2.421  0.280
C -3.569 1.053 -3.351  -1.496
H 3.440 -0.740 1.404  0.315
C 2.697 1.250 2.844  -1.328
H -3.742 -2.474 3.459  0.557
H -4.955 -1.906 -2.224  0.308
Se 1.098 -1.399 0.867  -0.198
C -0.600 3.750 0.380  0.247
H -0.744 6.374 0.840  0.380
C -5.500 -3.244 1.541  -1.887
H 3.776 1.431 2.860  0.541
H -4.297 -1.600 -3.840  0.546
H -3.856 2.102 -3.275  0.328
C -0.054 4.284 -1.751  -0.308
H -0.782 4.356 -2.562  0.329
H -6.272 1.486 -3.123  0.346
H 2.925 -2.114 2.402  0.552
H -0.200 6.794 -0.775  0.347
H -4.612 -1.016 2.953  0.255
Si -3.967 0.038 0.056  0.982
Ir -0.063 0.669 0.735  1.130
H -6.009 0.216 -4.328  0.415
H -6.320 -2.607 1.868  0.393

No. 5
This record from the OMol25 dataset describes a single C4H6N2 molecule. The level of theory is wB97M-V/def2-TZVPD.

The structure (SMILES) is [H]/N=C/C1=N[C@H]1C. The value obtained for the HOMO-LUMO gap (spin up / spin down) is 0.3280 / 0.3155 Eh. Its total charge is 0. The LUMO energy (spin up / spin down) is -0.5 / -0.4 eV.

Each line ends with the Mulliken charge.
Atoms and positions in Å:
C -1.796 0.136 0.599  -0.167
N 0.393 1.679 0.210  -0.473
H -3.489 -0.542 0.041  0.252
H 2.636 -0.779 -0.873  0.277
C -0.474 0.362 0.100  -0.051
C 0.887 0.473 -0.540  0.445
H 2.450 -0.126 0.822  0.279
H 0.817 0.785 -1.684  0.287
H -2.117 0.410 1.621  0.367
H 1.328 -1.467 0.090  0.306
C 1.890 -0.555 -0.103  -1.027
N -2.525 -0.375 -0.282  -0.493

No. 6
This record from the OMol25 dataset describes a molecular structure, C2H3O2Rh. The level of theory is wB97M-V/def2-TZVPD.

As for the expectation value of S²: 8.765. The value obtained for the HOMO-LUMO gap (spin up / spin down) is 0.4037 / 0.2327 Eh. As for the spin multiplicity: 6. Its total charge is +3. The LUMO energy (spin up / spin down) is -16.6 / -22.6 eV.

Each line ends with the Mulliken charge.
Atoms and positions in Å:
Rh -0.201 -1.942 0.314  1.725
H -1.551 0.334 -0.437  0.655
H 0.324 0.223 -1.466  0.623
O 0.392 -0.280 1.079  -0.490
O 1.721 1.393 1.904  0.149
C -0.689 0.091 -1.069  -0.843
H -1.223 -0.204 -1.978  0.528
C 1.226 0.386 1.653  0.653

No. 7
This record from the OMol25 dataset describes 2 unconnected molecules or ions with the total composition CH3FN2O2. The level of theory is wB97M-V/def2-TZVPD.

The value obtained for the HOMO-LUMO gap (spin up / spin down) is 0.3184 / 0.3183 Eh. Its total charge is 0. The LUMO energy (spin up / spin down) is 0.3 / 0.3 eV.

Each line ends with the Mulliken charge.
Atoms and positions in Å:
H -1.625 0.876 1.016  0.241
N -0.343 -1.073 -0.762  -0.147
O 1.536 0.434 0.535  -0.422
H -0.514 1.351 2.078  0.258
O 0.707 -1.687 -1.370  -0.291
H 1.429 -1.109 -1.700  0.300
F -0.921 -0.033 -1.614  -0.270
C 0.367 0.386 0.607  0.644
N -0.636 0.854 1.211  -0.314

No. 8
This record from the OMol25 dataset describes 2 unconnected molecules or ions with the total composition C9H11OP. The level of theory is wB97M-V/def2-TZVPD.

The value obtained for the HOMO-LUMO gap (spin up / spin down) is 0.2490 / 0.2488 Eh. Its total charge is 0. The LUMO energy (spin up / spin down) is -1.2 / -1.2 eV.

Each line ends with the Mulliken charge.
Atoms and positions in Å:
C -0.250 2.530 -0.261  -1.231
C -2.086 -1.262 0.192  -0.453
H -0.327 2.645 -1.290  0.301
H -3.879 -0.177 0.555  0.431
H 5.156 -0.085 1.115  0.234
C 4.194 0.366 0.656  -0.537
H -2.593 -2.243 0.124  0.310
H 0.528 -2.967 0.505  0.306
H -1.049 3.085 0.298  0.352
H 4.346 1.537 0.519  0.188
C -0.887 1.147 -0.077  0.515
P 2.956 -0.578 -0.003  0.022
C -2.854 -0.145 0.360  -0.819
H 0.823 -2.368 -1.129  0.402
H -0.555 -3.485 -0.885  0.326
C -2.266 1.070 0.247  -0.402
H 0.726 2.505 0.093  0.384
C -0.206 -0.029 -0.096  0.559
H -3.014 1.906 0.322  0.254
O 1.918 0.420 -0.630  -0.467
C 0.047 -2.577 -0.489  -1.364
C -0.726 -1.297 -0.126  0.690

Calculated values (hartree/bohr) of strongest force on any atom for the records, taken in order: 0.008 0.101 0.060 0.054 0.198 0.109 0.123 0.085.